Record 1
DFT (ωB97M-V/def2-TZVPD) results for an isolated ion of composition C3H4N3 and charge +1 in a non-equilibrium geometry.

Results
* orbital gap (alpha / beta): 6.80 / 6.80 eV
* energy: -7630.7261 eV
* HOMO level (alpha / beta): -15.662 / -15.661 eV
* net charge: +1
* energy above the lowest of the compared OMol25 structures with the same formula, charge and spin: 538.4 kJ/mol

Bonds (Å) are listed after each position.
Geometry (Å):
1 N -1.09 -0.84 -0.16  N3 1.301, C6 1.217
2 N -1.48 1.31 0.19  N3 1.344, C5 1.231
3 N -0.58 0.31 0.17  N1 1.301, N2 1.344, C4 1.397
4 C 0.79 0.47 -0.08  N3 1.397, H8 1.149, H9 1.028, H10 1.015
5 C -2.62 0.91 -0.01  N2 1.231
6 C -2.27 -1.11 -0.14  N1 1.217, H7 1.069
7 H -2.89 -1.98 -0.24  C6 1.069
8 H 1.33 1.19 0.63  C4 1.149
9 H 1.22 -0.46 -0.04  C4 1.028
10 H 1.03 0.90 -0.97  C4 1.015



Record 2
DFT (ωB97M-V/def2-TZVPD) results for one molecule with the formula C3H4N2O2S in a non-equilibrium geometry.

Results
* orbital gap: 9.33 eV
* energy: -21084.8316 eV
* HOMO level: -8.942 eV
* SMILES string: O=C1NCC(=S)NO1
* net charge: 0
* energy above the lowest of the compared OMol25 structures with the same formula, charge and spin: 193.0 kJ/mol

Bonds (Å) are listed after each position.
Geometry (Å):
1 S -0.34 0.58 2.87  C7 1.661
2 O -0.40 -0.19 -2.79  C8 1.185
3 O -0.57 1.17 -1.01  N4 1.380, C8 1.362
4 N -0.87 1.09 0.34  O3 1.380, C7 1.296, H9 1.017
5 N 0.21 -0.98 -0.71  C6 1.439, C8 1.410, H12 1.001
6 C 0.74 -0.57 0.56  N5 1.439, C7 1.521, H10 1.098, H11 1.118
7 C -0.18 0.44 1.23  S1 1.661, N4 1.296, C6 1.521
8 C -0.29 -0.02 -1.62  O2 1.185, O3 1.362, N5 1.410
9 H -1.47 1.85 0.64  N4 1.017
10 H 1.73 -0.13 0.34  C6 1.098
11 H 0.87 -1.44 1.25  C6 1.118
12 H 0.56 -1.83 -1.11  N5 1.001